(1)
Formula: C9H24IO3
Source: the OMol25 dataset
Level of theory: ωB97M-V with the def2-TZVPD basis set

Atoms and positions in Å:
H (22.641, 9.860, 5.339)
H (23.304, 11.987, 0.271)
H (25.501, 9.769, 3.986)
H (20.198, 13.594, 1.716)
H (19.073, 8.019, 5.547)
H (22.911, 8.647, 6.653)
C (22.322, 12.733, 2.019)
I (20.052, 9.077, 3.244)
H (20.102, 6.090, 6.072)
H (18.892, 6.495, 8.834)
H (22.971, 10.771, 1.505)
C (18.816, 7.308, 8.111)
H (22.802, 13.709, 1.957)
C (18.207, 6.871, 6.776)
C (23.286, 11.802, 1.345)
H (20.348, 11.888, 1.420)
O (21.962, 12.347, 3.319)
O (23.134, 7.316, 4.376)
H (22.384, 7.826, 4.061)
H (21.422, 11.554, 3.362)
C (20.886, 12.833, 1.348)
C (24.818, 8.955, 3.743)
H (18.844, 5.766, 4.906)
H (24.136, 9.872, 6.278)
H (24.848, 7.755, 5.415)
H (24.093, 9.265, 2.990)
H (18.887, 4.776, 6.261)
H (19.841, 7.654, 7.980)
C (19.052, 5.814, 5.975)
O (18.226, 8.013, 6.000)
H (18.289, 8.107, 8.633)
C (23.367, 9.229, 5.851)
H (24.299, 11.879, 1.740)
C (24.067, 8.282, 4.867)
H (20.935, 13.072, 0.286)
H (17.176, 6.538, 6.894)
H (25.540, 8.271, 3.298)

## Properties
**F_max**: 3.125 eV/Å
**LUMO**: 0.1246 hartree
**Total charge**: -1
**Energy relative to the best compared isomer or geometry (same formula, charge and spin)**: 22.52 kcal per mole

Results of the Mulliken charge analysis, in e, for atoms 1 through 8: 0.18, 0.39, 0.37, 0.31, 0.14, 0.25, 0.44, -0.62


(2)
Formula: C4H7NO2
Source: the OMol25 dataset
Level of theory: ωB97M-V with the def2-TZVPD basis set

Atoms and positions in Å:
H (0.317, 1.648, 0.318)
C (-1.319, -0.335, -0.055)
C (0.683, 0.766, 0.845)
H (-1.482, -0.538, -2.194)
C (1.902, 0.055, 0.360)
H (-0.845, -0.310, 1.867)
O (2.529, 0.325, -0.619)
H (2.199, -0.825, 0.952)
H (0.864, 1.184, 1.839)
C (-0.862, -0.014, -1.478)
N (-0.434, -0.190, 0.960)
H (-0.926, 1.035, -1.765)
O (-2.454, -0.728, 0.097)
H (0.185, -0.295, -1.602)

## Properties
**F_max**: 2.157 eV/Å
**LUMO**: 0.0241 hartree
**Energy relative to the best compared isomer or geometry (same formula, charge and spin)**: 24.22 kcal per mole
**SMILES string**: CC(=O)NCC=O

Results of the Mulliken charge analysis, in e, for atoms 1 through 8: 0.33, 0.55, -0.54, 0.33, -0.01, 0.25, -0.42, 0.33


(3)
Formula: CH2BrFO2S
Source: the OMol25 dataset
Level of theory: ωB97M-V with the def2-TZVPD basis set

Atoms and positions in Å:
F (1.056, 1.245, 1.289)
S (-0.706, 0.197, -0.946)
H (0.075, -0.457, 1.868)
C (0.879, -0.014, 1.078)
O (0.002, 0.585, -2.113)
O (-1.838, 1.017, -0.642)
Br (-1.283, -2.006, -1.463)
H (1.815, -0.566, 0.928)

## Properties
**F_max**: 4.017 eV/Å
**LUMO (spin up / spin down)**: -0.0856 / -0.0939 hartree
**Energy relative to the best compared isomer or geometry (same formula, charge and spin)**: 48.95 kcal per mole

Calculated atomic charges, method Mulliken, unit e: -0.14, 0.71, 0.26, -0.09, -0.43, -0.43, -0.16, 0.29